1.
Density functional theory data (ωB97M-V/def2-TZVPD) for a structure of composition C52H39N5TeZn at a distorted geometry.

E_HOMO: -6.46 eV
LUMO level: -0.93 eV
Spin multiplicity: 1
Energy: -117713.5727 eV
Total charge: 0

```
98
C52H39N5TeZn | OMol25 | ωB97M-V/def2-TZVPD
Zn -1.346 0.163 0.280
C 0.838 1.484 -7.183
C 1.508 2.007 -6.085
C 1.070 1.720 -4.802
C -0.052 0.916 -4.594
C -0.708 0.384 -5.704
C -0.269 0.671 -6.990
C -0.479 0.619 -3.206
C -1.781 0.756 -2.813
C -2.901 1.124 -3.677
C -4.031 0.831 -3.008
C -3.640 0.339 -1.685
N -2.315 0.386 -1.563
C -4.541 -0.235 -0.736
C -4.130 -0.864 0.435
C -4.918 -1.846 1.193
C -4.098 -2.413 2.091
C -2.805 -1.731 1.989
C -1.735 -1.916 2.809
C -1.633 -3.198 3.575
C -2.056 -3.353 4.890
C -1.871 -4.560 5.553
C -1.258 -5.625 4.911
C -0.851 -5.488 3.590
C -1.035 -4.281 2.930
C -0.601 -0.997 2.932
N -0.160 -0.144 2.011
C 0.879 0.611 2.618
C 1.800 1.350 1.928
C 2.697 2.213 2.682
C 2.205 3.380 3.290
C 3.060 4.274 3.917
C 4.426 4.027 3.973
C 4.930 2.879 3.376
C 4.084 1.995 2.727
C 0.971 0.820 -1.019
C 2.747 -1.040 -2.011
C 1.698 -0.748 -2.799
C 0.577 0.098 -2.321
N 0.209 -0.180 -0.930
C 0.993 0.181 3.992
C 0.133 -0.852 4.168
N -2.893 -0.795 0.978
C -5.974 -0.387 -1.141
C -6.961 0.444 -0.617
C -8.296 0.264 -0.960
C -8.661 -0.752 -1.831
C -7.684 -1.580 -2.369
C -6.351 -1.391 -2.033
H 1.184 1.702 -8.186
H 2.371 2.645 -6.229
H 1.585 2.136 -3.944
H -1.548 -0.282 -5.552
H -0.794 0.255 -7.841
H -2.819 1.543 -4.666
H -5.049 0.927 -3.353
H -5.952 -2.089 1.005
H -4.336 -3.192 2.799
H -2.541 -2.527 5.397
H -2.201 -4.665 6.579
H -1.099 -6.559 5.434
H -0.385 -6.317 3.072
H -0.714 -4.166 1.901
H 1.141 3.581 3.255
H 2.651 5.160 4.386
H 5.085 4.716 4.484
H 5.993 2.671 3.412
H 4.498 1.103 2.265
H 3.551 -1.667 -2.377
H 1.646 -1.128 -3.816
H 1.695 0.591 4.702
H -0.025 -1.446 5.054
H -6.679 1.228 0.076
H -9.051 0.917 -0.542
H -9.703 -0.901 -2.083
H -7.962 -2.378 -3.046
H -5.585 -2.037 -2.446
C 4.872 -1.160 0.203
Te 2.887 -0.223 -0.003
C 4.032 1.440 -0.680
C 5.499 1.135 -0.558
C 6.452 2.103 -0.871
C 7.801 1.840 -0.719
C 8.216 0.606 -0.229
C 7.274 -0.360 0.080
C 5.913 -0.116 -0.103
H 4.922 -2.002 -0.490
H 4.999 -1.558 1.211
H 3.742 2.308 -0.088
H 3.728 1.601 -1.713
H 6.130 3.075 -1.225
H 8.532 2.598 -0.971
H 9.269 0.402 -0.085
H 7.591 -1.321 0.468
N -1.421 2.300 0.758
H -2.132 2.818 0.253
H -0.508 2.673 0.513
H -1.551 2.463 1.751
```

***

2.
Density functional theory data (ωB97M-V/def2-TZVPD) for a structure of composition C52H40AsF5INPSZr at a distorted geometry.

E_HOMO: -9.07 eV
LUMO level: -2.82 eV
Energy above the lowest of the compared OMol25 structures with the same formula, charge and spin: 2.8430 eV
Spin multiplicity: 1
Energy: -159983.6910 eV
Total charge: +1

```
103
C52H40AsF5INPSZr | OMol25 | ωB97M-V/def2-TZVPD
Zr 0.306 -0.858 0.190
I 0.808 1.811 1.591
C 1.290 3.886 1.153
C 2.436 4.342 1.827
C 2.629 5.699 2.002
C 1.787 6.612 1.347
C 0.797 6.127 0.432
C 0.067 7.089 -0.336
C -0.889 6.683 -1.244
C -1.092 5.339 -1.488
C -0.466 4.391 -0.695
P -0.995 2.713 -0.977
C -2.685 2.543 -0.383
C -3.726 3.060 -1.167
C -5.029 2.932 -0.654
C -5.222 2.462 0.646
C -4.193 1.940 1.406
C -2.920 2.056 0.921
C -1.104 2.624 -2.771
C -0.035 3.270 -3.436
C 0.143 3.128 -4.785
C -0.686 2.292 -5.539
C -1.770 1.640 -4.891
C -2.005 1.898 -3.538
C 0.512 4.758 0.282
H 2.982 3.593 2.371
H 3.385 6.112 2.648
H 1.880 7.690 1.545
H 0.414 8.132 -0.257
H -1.468 7.421 -1.773
H -1.851 5.086 -2.231
H -3.581 3.483 -2.171
H -5.805 3.409 -1.280
H -6.240 2.474 1.034
H -4.378 1.335 2.296
H -2.103 1.869 1.603
H 0.583 3.943 -2.894
H 1.007 3.631 -5.209
H -0.618 2.143 -6.618
H -2.369 0.917 -5.420
H -2.738 1.400 -2.940
F -2.977 -6.549 -1.678
C -2.697 -5.242 -1.734
C -1.514 -4.860 -1.134
F -0.621 -5.783 -0.756
C -1.273 -3.475 -0.959
F -0.037 -3.047 -0.498
C -2.251 -2.537 -1.189
S -1.947 -0.804 -1.089
C -3.379 -2.902 -1.954
F -4.323 -1.903 -2.302
C -3.622 -4.258 -2.171
F -4.833 -4.682 -2.546
C 5.575 0.244 0.318
As 4.374 -1.276 0.646
C 4.534 -1.536 2.532
C 4.842 -2.862 -0.357
H 4.880 1.113 0.216
H 5.959 0.027 -0.686
H 6.418 0.470 1.037
H 3.491 -1.601 2.902
H 4.879 -0.606 3.027
H 5.131 -2.342 2.930
H 5.909 -2.924 -0.283
H 4.545 -2.737 -1.434
H 4.333 -3.708 0.133
N 0.133 -1.734 1.925
C -0.396 -2.405 2.849
C -1.214 -1.794 3.915
C -2.106 -0.735 3.704
C -2.858 -0.253 4.747
C -2.528 -0.647 6.015
C -1.535 -1.567 6.291
C -0.951 -2.296 5.220
C -0.329 -3.889 2.982
C 0.903 -4.459 2.539
C 0.959 -5.823 2.251
C -0.117 -6.632 2.549
C -1.232 -6.111 3.197
C -1.386 -4.732 3.418
H -2.152 -0.288 2.689
H -3.636 0.475 4.630
H -3.053 -0.135 6.848
H -1.189 -1.743 7.310
H -0.298 -3.156 5.348
H 1.743 -3.768 2.383
H 1.909 -6.207 1.890
H -0.183 -7.683 2.205
H -1.982 -6.789 3.617
H -2.258 -4.370 3.960
C 2.578 -0.906 0.024
C 2.101 -1.185 -1.153
C 2.296 -1.089 -2.544
C 2.917 0.160 -2.965
C 3.093 0.359 -4.290
C 2.546 -0.600 -5.167
C 1.903 -1.742 -4.767
C 1.719 -1.987 -3.443
H 3.302 0.821 -2.223
H 3.619 1.247 -4.650
H 2.573 -0.356 -6.235
H 1.596 -2.478 -5.509
H 1.057 -2.797 -3.125
```